[1]
DFT (ωB97M-V with the def2-TZVPD basis set) results for a molecular structure, C33H56BrN5O7ReSSi.

Output
Electronic energy (eV): -147793.240
Energy above the lowest of the compared OMol25 structures with the same formula, charge and spin (kcal per mole): 5.4
HOMO level (alpha / beta) (eV): -13.41 / -13.59

The geometry in ORCA input format:
```
! wB97M-V def2-TZVPD RIJCOSX def2/J DEFGRID3
* xyz 2 4
Re -1.202 0.242 -0.246
Br -3.377 -6.428 0.485
S -0.944 1.772 1.473
Si 0.738 1.172 2.741
O -1.262 -1.620 0.879
O -5.269 0.177 -0.643
O -3.136 0.022 -0.066
O 0.095 0.671 4.118
O 1.357 -0.122 1.938
O -1.263 -1.240 -1.707
O 1.802 2.352 2.902
N -1.915 -2.077 -4.184
N -2.838 -4.012 -4.471
N -1.436 1.936 -1.510
N 1.048 0.631 -2.215
N 0.901 0.296 -0.821
C 2.449 -1.007 2.347
C -1.813 0.761 5.531
C -4.191 0.687 -0.584
C -0.362 1.193 5.400
C -1.779 -2.661 0.099
C -2.743 -3.434 -5.738
C -1.899 -1.335 -6.617
C -3.881 2.081 -1.095
C -2.731 -4.818 -0.229
C 2.384 1.079 -4.144
C 0.506 0.555 6.470
C -2.865 -3.045 -8.052
C -1.762 -2.408 -1.276
C -2.780 2.075 -2.148
C 2.444 0.504 -2.734
C 3.726 -0.195 2.484
C 2.876 -0.961 -2.778
C -3.115 -3.894 -6.993
C -2.251 -3.832 0.635
C 1.094 4.648 2.562
C -2.152 -2.190 -5.553
C -0.239 2.706 5.422
C -2.741 -4.606 -1.587
C -2.268 -1.788 -7.868
C 2.200 3.628 2.349
C 2.574 -2.032 1.228
C -2.336 -3.176 -3.556
C 2.103 -1.697 3.657
C 2.490 3.421 0.868
C 3.461 4.024 3.097
C 3.383 1.331 -1.865
C -2.264 -3.401 -2.122
C -1.714 -1.617 2.271
H -2.905 1.244 -2.845
H 1.540 0.892 6.382
H 1.592 3.064 0.351
H -2.412 1.180 4.721
H 0.791 3.011 5.244
H 0.489 -0.075 -2.691
H -0.544 3.085 6.398
H -1.443 -0.365 -6.480
H 3.891 -1.048 -3.162
H -3.576 -4.861 -7.137
H 3.142 -2.898 1.566
H -3.581 2.708 -0.250
H -1.252 -2.459 2.779
H -2.094 -1.158 -8.729
H -1.272 2.753 -0.919
H 1.409 0.974 -0.252
H 3.296 2.698 0.739
H 3.495 0.917 -0.860
H 3.828 4.984 2.737
H -1.890 -0.327 5.506
H -2.801 -1.681 2.276
H -3.124 -5.387 -2.228
H 1.369 5.591 2.089
H 1.654 0.544 -4.757
H 3.354 0.982 -4.631
H 3.923 0.373 1.573
H -2.791 3.002 -2.722
H 2.869 -1.427 -1.790
H 2.113 2.134 -4.121
H -1.376 -0.691 2.713
H 1.185 -2.279 3.561
H 3.104 -1.618 0.368
H 1.327 -0.612 -0.610
H 4.243 3.278 2.955
H -0.680 1.934 -2.205
H 0.153 4.311 2.124
H -1.528 -1.309 -3.649
H -3.137 -3.356 -9.051
H -3.242 -4.912 -4.271
H 2.794 4.359 0.405
H 0.940 4.834 3.623
H 3.662 0.508 3.315
H -0.882 3.160 4.666
H 0.479 -0.531 6.387
H 1.968 -0.978 4.461
H 1.585 -2.382 0.924
H 3.256 4.113 4.164
H 4.571 -0.860 2.663
H -4.796 2.492 -1.514
H 0.142 0.832 7.459
H -2.264 -4.008 1.699
H 2.222 -1.540 -3.435
H 2.912 -2.372 3.935
H -2.227 1.107 6.477
H 3.041 2.364 -1.790
H 4.375 1.338 -2.315
*
```

***

[2]
DFT (ωB97M-V with the def2-TZVPD basis set) results for a molecular structure, C6H8O2.

Output
Electronic energy (eV): -10439.546
Energy above the lowest of the compared OMol25 structures with the same formula, charge and spin (kcal per mole): 165.6
HOMO level (eV): -8.32

The geometry in ORCA input format:
```
! wB97M-V def2-TZVPD RIJCOSX def2/J DEFGRID3
* xyz 0 1
O -1.601 0.179 1.294
O 0.513 -1.622 -0.568
C -1.663 -0.809 0.296
C -0.424 1.095 1.082
C 0.010 1.545 -0.230
C 0.823 0.733 -0.765
C 1.335 -0.600 -0.485
C -0.746 -1.591 -0.310
H 2.155 -0.652 -1.461
H -0.275 1.971 1.912
H -0.386 2.458 -0.749
H -2.719 -1.227 0.583
H 0.586 0.211 1.209
H 1.721 1.268 -1.423
H 1.925 -0.515 0.547
H -1.253 -2.444 -0.932
*
```

***

[3]
DFT (ωB97M-V with the def2-TZVPD basis set) results for a molecular structure, FHNO.

Output
Electronic energy (eV): -6266.796
Energy above the lowest of the compared OMol25 structures with the same formula, charge and spin (kcal per mole): 50.7
HOMO level (alpha / beta) (eV): -1.35 / -4.50

The geometry in ORCA input format:
```
! wB97M-V def2-TZVPD RIJCOSX def2/J DEFGRID3
* xyz -1 1
F -2.795 -0.207 0.937
O -2.540 1.829 -0.059
N -1.904 1.081 0.598
H 0.446 -0.179 -0.091
*
```

***

[4]
DFT (ωB97M-V with the def2-TZVPD basis set) results for a molecular structure, C10H27Cl2LaO2P2S.

Output
Electronic energy (eV): -70204.755
HOMO level (eV): -13.87

The geometry in ORCA input format:
```
! wB97M-V def2-TZVPD RIJCOSX def2/J DEFGRID3
* xyz 2 1
La -0.389 -0.083 0.124
Cl 3.027 -0.815 -3.743
Cl 2.038 0.838 -0.763
S -1.726 0.713 2.647
P 1.079 -2.076 0.984
P -1.185 2.239 -0.857
O 0.751 -2.064 -3.693
O -2.126 -0.750 2.380
C 2.331 -1.452 2.076
C -0.838 2.182 -2.602
C -0.045 0.936 3.438
C 1.751 -1.841 -5.895
C 1.639 -1.684 -4.415
C 1.785 -2.818 -0.466
C -0.292 3.556 -0.063
C -0.064 -3.168 1.818
C -2.941 2.321 -0.520
C -2.650 1.098 4.056
H -2.416 2.147 4.368
H -1.389 1.369 -3.078
H -0.094 1.876 4.000
H -0.693 4.424 -0.587
H 2.362 -3.627 -0.019
H 1.805 -0.853 -6.377
H 0.784 3.440 -0.219
H 1.887 -0.994 2.964
H 0.139 0.079 4.122
H 1.010 -3.183 -1.138
H 2.411 -2.107 -1.004
H -3.121 2.317 0.556
H -1.200 3.160 -2.916
H -3.176 3.276 -0.988
H -0.837 -3.496 1.125
H -0.514 3.585 1.008
H 0.882 -2.382 -6.280
H 0.620 -3.969 2.095
H 2.969 -0.730 1.560
H 0.233 2.058 -2.777
H 2.666 -2.398 -6.150
H -3.450 1.484 -0.998
H -2.440 0.374 4.818
H 2.865 -2.373 2.313
H -0.514 -2.665 2.672
H 0.770 1.029 2.692
H -3.704 1.025 3.732
*
```